Here is a 2-piece molecular cluster, C9H13NO2 overall in a non-equilibrium geometry from the OMol25 dataset. Energies are from wB97M-V/def2-TZVPD.

Output
E_tot: -555.94685 a.u.
LUMO level: 0.59 eV
2S+1: 1
Structure (SMILES): Cc1ccc(O)cc1.CC(N)=O
Kohn-Sham gap: 0.343 hartree
Energy above the lowest of the compared OMol25 structures with the same formula, charge and spin: 149.3 kJ/mol

Geometry (Å):
C  -0.27753  1.42870  -2.62746
C  0.55139  0.91384  -1.49645
C  1.39501  1.74026  -0.74360
C  2.33432  1.34944  0.19826
C  2.35530  -0.05801  0.52207
O  3.22386  -0.68896  1.37758
C  1.53239  -0.93787  -0.11334
C  0.69508  -0.41482  -1.22159
H  -0.04354  2.53467  -2.60185
H  -1.40329  1.30411  -2.46552
H  -0.23588  0.89674  -3.53245
H  1.36078  2.73205  -1.06227
H  3.17452  1.99358  0.66782
H  3.96860  -0.09635  1.64507
H  1.55601  -2.02636  0.01189
H  -0.01603  -1.15636  -1.53777
C  -1.83496  -1.11006  0.46533
C  -2.93368  -1.18390  1.55143
N  -2.39251  -0.74372  2.68868
O  -3.98653  -1.73443  1.45879
H  -1.08899  -1.89121  0.55471
H  -1.25196  -0.22549  0.50735
H  -2.30916  -1.27637  -0.49301
H  -2.87747  -0.93352  3.58342
H  -1.49572  -0.41594  2.66289

Atomic partial charges in e from the natural (NBO) method, atoms 1 to 6: C -0.63; C -0.08; C -0.18; C -0.28; C 0.29; O -0.68

---

Here is C36H25Cl3FGeN6O2STi as an isolated structure from the OMol25 dataset. Energies are from wB97M-V/def2-TZVPD.

Output
E_tot: -6670.57802 a.u.
LUMO level (alpha / beta): -7.13 / -8.15 eV
2S+1: 2
Net charge: +2
Kohn-Sham gap (alpha / beta): 0.231 / 0.193 hartree
⟨S²⟩: 0.778
Energy above the lowest of the compared OMol25 structures with the same formula, charge and spin: 85.3 kJ/mol

Geometry (Å):
Ti  -0.23535  -0.86539  -0.19683
C  -1.54119  -2.71602  -3.02564
O  -1.42498  -1.50458  -2.24873
C  -2.24987  -0.46991  -2.68089
C  -3.22318  -0.62089  -3.65420
C  -3.98395  0.48472  -4.00648
C  -3.76966  1.71773  -3.40234
C  -2.78866  1.85564  -2.43874
C  -2.03289  0.75345  -2.07777
N  -0.99655  0.77538  -1.08782
N  -0.79468  1.95852  -0.60962
C  0.25279  2.31741  0.14022
C  1.35526  1.46910  0.40239
O  1.22858  0.19796  0.12731
C  2.57086  1.97960  0.88879
C  2.63025  3.29711  1.23318
C  1.51497  4.18193  1.11508
C  1.61661  5.51872  1.54434
C  0.53646  6.35610  1.44371
C  -0.67015  5.87634  0.91125
C  -0.79038  4.57524  0.47759
C  0.30651  3.70903  0.56888
H  -1.29651  -2.49993  -4.06510
H  -2.54403  -3.12172  -2.93414
H  -0.83628  -3.43765  -2.63526
H  -3.40659  -1.57083  -4.13198
H  -4.74932  0.37422  -4.76252
H  -4.37395  2.57106  -3.67651
H  -2.61278  2.80495  -1.95625
H  3.41499  1.31521  1.01125
H  3.55736  3.69554  1.63089
H  2.55436  5.87352  1.95460
H  0.61168  7.38244  1.77564
H  -1.52204  6.54037  0.84290
H  -1.72859  4.21612  0.07734
S  1.57080  -4.12158  6.39447
N  1.29999  -2.57152  6.05593
C  0.93129  -2.53081  4.78400
C  0.51100  -1.33438  4.06490
C  0.30324  -0.09533  4.67481
C  -0.28322  0.91258  3.94646
C  -0.60835  0.68360  2.61308
N  -0.33471  -0.46252  1.99858
C  0.19426  -1.47445  2.72314
C  0.24230  -2.77394  2.06183
N  -0.12271  -2.80228  0.75616
C  -0.31850  -3.99010  0.17617
C  -0.12978  -5.19238  0.83610
C  0.29055  -5.16954  2.14795
C  0.47406  -3.94045  2.77688
C  0.87943  -3.79632  4.16973
N  1.21192  -4.79324  4.97626
H  0.55715  0.03196  5.71938
H  -0.52709  1.86598  4.39329
H  -1.14177  1.43240  2.04458
H  -0.64859  -3.97485  -0.84859
H  -0.31706  -6.12143  0.31707
H  0.45443  -6.08250  2.70674
F  3.89478  2.13010  -4.34237
C  3.28454  1.16696  -3.69028
C  2.02103  0.75898  -4.13373
C  1.39530  -0.24454  -3.45260
C  2.00956  -0.86127  -2.31491
C  1.37139  -1.89309  -1.61101
C  3.29245  -0.38347  -1.89780
C  3.93460  0.60444  -2.58327
H  1.57975  1.23888  -4.99647
H  0.41759  -0.58243  -3.76939
H  1.96835  -2.42976  -0.88008
H  0.69881  -2.50833  -2.18765
H  3.76143  -0.83857  -1.03482
H  4.91860  0.95984  -2.30920
Cl  -3.03273  -1.89604  2.64331
Ge  -2.76294  -1.26481  0.57954
Cl  -3.63108  -2.97102  -0.45937
Cl  -4.18918  0.32473  0.39663

Atomic partial charges in e from the Löwdin method, atoms 1 to 6: Ti 0.93; C -0.07; O -0.26; C -0.27; C 0.01; C -0.03

---

Here is C52H46AsAuO2P2Se as an isolated structure from the OMol25 dataset. Energies are from wB97M-V/def2-TZVPD.

Output
E_tot: -7614.82958 a.u.
LUMO level (alpha / beta): -4.39 / -7.79 eV
2S+1: 3
Net charge: +2
Kohn-Sham gap (alpha / beta): 0.317 / 0.196 hartree
⟨S²⟩: 2.025

Geometry (Å):
Au  -0.04721  0.61312  -1.31338
O  0.32616  0.12252  1.22818
P  -0.17197  -1.01502  2.07092
C  -0.52902  -2.48716  1.07259
P  -1.40318  -2.21025  -0.48145
O  -0.51967  -1.44314  -1.45852
C  -1.77511  -3.83402  -1.10533
C  -0.71692  -4.73804  -1.25756
C  -0.95864  -6.00630  -1.75413
C  -2.25360  -6.37802  -2.10083
C  -3.30386  -5.48434  -1.96018
C  -3.06936  -4.20912  -1.46330
C  -2.92544  -1.35507  -0.13100
C  -3.25035  -0.20881  -0.85150
C  -4.41616  0.48782  -0.56454
C  -5.25833  0.03291  0.43957
C  -4.94568  -1.11895  1.15512
C  -3.78318  -1.81456  0.87155
C  0.98814  -1.57565  3.31236
C  1.57458  -0.58617  4.10891
C  2.43944  -0.94408  5.12984
C  2.71322  -2.28675  5.36988
C  2.13096  -3.27137  4.58596
C  1.27197  -2.91724  3.55310
C  -1.67905  -0.58252  2.94447
C  -2.26304  0.65287  2.69151
C  -3.41125  1.02960  3.37535
C  -3.97690  0.17143  4.30634
C  -3.39647  -1.06748  4.56362
C  -2.24463  -1.44241  3.89061
H  -1.08313  -3.21953  1.66590
H  0.43295  -2.92516  0.78663
H  0.29579  -4.44827  -0.99736
H  -0.14208  -6.70697  -1.87436
H  -2.44211  -7.37245  -2.48427
H  -4.30781  -5.77688  -2.24054
H  -3.89132  -3.51165  -1.36620
H  -2.61569  0.12126  -1.66774
H  -4.67536  1.37006  -1.13621
H  -6.17000  0.57239  0.66372
H  -5.60958  -1.47279  1.93328
H  -3.54535  -2.71142  1.43453
H  1.35950  0.46048  3.92056
H  2.89290  -0.17849  5.74657
H  3.37701  -2.56641  6.17818
H  2.34666  -4.31535  4.77580
H  0.83351  -3.69735  2.94227
H  -1.80868  1.31323  1.96199
H  -3.86464  1.99506  3.18540
H  -4.86821  0.47034  4.84351
H  -3.83274  -1.72842  5.30148
H  -1.78002  -2.39796  4.11588
C  -3.55139  6.63530  -4.28055
C  -2.83519  5.66662  -3.39266
C  -3.00912  5.69293  -2.00334
C  -2.33978  4.83015  -1.17065
C  -2.59024  4.90911  0.31435
C  -1.43446  3.87963  -1.75819
Se  -0.45413  2.91155  -0.53080
C  -1.26826  3.81686  -3.17881
C  -0.34151  2.88155  -3.90505
C  -1.97538  4.71405  -3.94579
H  -4.19328  7.30807  -3.71717
H  -4.15992  6.10351  -5.01505
H  -2.82997  7.23248  -4.84198
H  -3.69604  6.41219  -1.57263
H  -3.38973  5.61762  0.51954
H  -1.70309  5.24444  0.85617
H  -2.87862  3.94165  0.72541
H  0.07233  2.09966  -3.27598
H  0.49887  3.43776  -4.32482
H  -0.86669  2.41101  -4.73581
H  -1.84956  4.68768  -5.02366
C  5.61923  0.67881  -4.64024
C  4.60452  -0.26829  -4.71898
C  3.62614  -0.31455  -3.74078
C  3.67952  0.58864  -2.68283
C  4.67732  1.55232  -2.60246
C  5.65182  1.58812  -3.59231
As  2.43248  0.36745  -1.23675
C  3.14647  1.28706  0.27700
C  3.14816  2.64542  0.54017
C  3.76083  3.09790  1.70265
C  4.35397  2.18867  2.57096
C  4.33650  0.82672  2.29973
C  3.72416  0.35898  1.14549
C  3.61192  -1.06692  0.74100
C  4.14291  -2.15093  1.42743
C  3.96108  -3.43665  0.93708
C  3.24676  -3.66098  -0.23613
C  2.71028  -2.58732  -0.93734
C  2.90916  -1.31104  -0.43975
H  6.38590  0.70938  -5.40384
H  4.57569  -0.96917  -5.54310
H  2.83172  -1.04761  -3.80901
H  4.70895  2.26169  -1.78759
H  6.43969  2.32802  -3.53832
H  2.68672  3.34931  -0.14184
H  3.78088  4.15612  1.92802
H  4.83694  2.54612  3.47129
H  4.79489  0.13503  2.99560
H  4.70094  -2.00070  2.34326
H  4.38442  -4.27542  1.47540
H  3.12201  -4.67003  -0.60918
H  2.15617  -2.74744  -1.85431

Atomic partial charges in e from the Löwdin method, atoms 1 to 6: Au 0.56; O -0.42; P 0.73; C -0.29; P 0.77; O -0.47

---

Here is an isolated molecule of C3H7N5O in a non-equilibrium geometry from the OMol25 dataset. Energies are from wB97M-V/def2-TZVPD.

Output
E_tot: -467.37881 a.u.
LUMO level: 0.50 eV
2S+1: 1
Structure (SMILES): Nc1nnnn1CCO
Kohn-Sham gap: 0.400 hartree
Energy above the lowest of the compared OMol25 structures with the same formula, charge and spin: 446.0 kJ/mol

Geometry (Å):
N  1.36156  1.08400  -0.89956
C  0.57046  1.23448  0.23962
N  0.31343  2.37117  0.86817
N  -0.63339  2.05217  1.82928
N  -0.80708  0.83887  1.84451
N  -0.11138  0.27891  0.90931
C  -0.15369  -1.15812  0.53860
C  -0.89598  -1.41357  -0.65769
O  -0.24395  -1.18132  -1.85256
H  1.63809  2.06192  -1.36451
H  2.12408  0.71519  -0.58400
H  -0.63654  -1.61859  1.53800
H  0.65878  -1.58330  0.47431
H  -1.35492  -2.34836  -0.68161
H  -1.98519  -0.84314  -0.53728
H  0.15572  -0.49031  -1.66458

Atomic partial charges in e from the natural (NBO) method, atoms 1 to 6: N -0.83; C 0.44; N -0.34; N -0.06; N -0.05; N -0.20